{"formula": "C6H14S3", "method": "ωB97M-V with the def2-TZVPD basis set", "gap_ha": 0.33820, "homo_energy_ev": -8.61, "relative_energy_kcal_mol": 67.87, "smiles": "CCCSSSCCC", "spin_multiplicity": 1, "elements": ["C", "C", "C", "S", "S", "S", "C", "C", "C", "H", "H", "H", "H", "H", "H", "H", "H", "H", "H", "H", "H", "H", "H"], "coordinates": [[-2.4528, 1.5393, -0.5723], [-3.0307, 0.6698, 0.4612], [-3.1805, -0.9230, -0.0517], [-1.6641, -1.9598, 0.0037], [-0.4551, -0.7776, -1.1920], [0.5901, 0.5138, 0.0000], [1.8123, -0.3362, 0.9434], [2.9891, -0.9905, 0.0202], [3.8184, 0.0774, -0.6538], [-3.2659, 2.2449, -1.1936], [-1.5535, 1.0608, -0.9536], [-1.8029, 2.5461, -0.0062], [-2.4369, 0.6743, 1.3550], [-4.0167, 1.0331, 0.7746], [-3.7750, -1.4612, 0.7136], [-3.3809, -0.9547, -1.0529], [2.1163, 0.4145, 1.7740], [1.3533, -1.0883, 1.6313], [3.6087, -1.4712, 0.7546], [2.5249, -1.7836, -0.6721], [3.3891, 0.6117, -1.5656], [4.9027, -0.4499, -0.7145], [3.9103, 0.8102, 0.1966]], "mulliken_charge": [-0.53, -0.33, -0.81, -0.04, -0.15, -0.06, -0.72, -0.43, -0.81, 0.28, -0.07, 0.16, 0.29, 0.35, 0.35, 0.47, 0.36, 0.33, 0.33, 0.29, 0.28, 0.26, 0.23]}